Run 1
An isolated molecule of C2H2N4. Source: the OMol25 dataset; level of theory: the ωB97M-V functional and the def2-TZVPD basis.

The geometry in XYZ format:
```
8
Properties=species:S:1:pos:R:3:nbo_charge:R:1
C -1.0892 -0.4027 -0.1711 0.24
N 0.0148 -1.0912 0.2758 -0.42
C 1.0928 -0.3271 0.3124 0.23
N 1.1591 1.0080 0.0194 -0.23
N 0.0355 1.6147 -0.1797 0.05
N -1.0914 0.9038 -0.3561 -0.28
H -2.0308 -0.8692 -0.5649 0.21
H 1.9663 -0.8292 0.7220 0.20
```

Output
lowest unoccupied orbital energy = -0.024 hartree
SMILES string = c1ncnnn1
Kohn-Sham gap = 9.499 eV

=====

Run 2
An isolated molecule of C2H2N4. Source: the OMol25 dataset; level of theory: the ωB97M-V functional and the def2-TZVPD basis.

The geometry in XYZ format:
```
8
Properties=species:S:1:pos:R:3:nbo_charge:R:1
C 1.1781 -0.2616 -0.4564 0.16
N 0.2649 -1.2811 -0.2313 -0.15
N -0.8269 -0.9840 0.3911 -0.18
C -1.1176 0.3464 0.4168 0.18
N -0.4099 1.2399 -0.1921 -0.22
N 0.9041 0.8761 -0.3589 -0.20
H 2.1429 -0.4980 -0.8014 0.20
H -2.1356 0.5624 1.2320 0.22
```

Output
lowest unoccupied orbital energy = -0.043 hartree
SMILES string = c1nncnn1
Kohn-Sham gap = 8.527 eV

=====

Stability ranking, top entry: run 1; the second entry is 0.0715 hartree less favorable.

=====

Run 1
A cluster of 2 separate species, C4H10NO2 in total. Source: the OMol25 dataset; level of theory: the ωB97M-V functional and the def2-TZVPD basis.

The geometry in XYZ format:
```
17
Properties=species:S:1:pos:R:3:mulliken_spin:R:1
O 0.8675 0.0594 -0.5500 0.30
C -0.0078 0.1438 -1.4099 0.03
C -1.3800 0.3981 -1.1460 0.54
C -1.9639 0.5505 0.2185 0.03
C -2.6535 -0.7468 0.6604 0.05
O -1.0229 0.9342 1.2155 0.01
N 4.8243 0.0208 0.4327 0.00
H 0.2546 0.0164 -2.4725 0.00
H -2.0426 0.5368 -1.9941 0.03
H -2.7071 1.3545 0.1655 0.03
H -3.1106 -0.5967 1.6360 0.00
H -1.9026 -1.5344 0.7136 0.00
H -3.4144 -1.0503 -0.0455 0.00
H -0.1423 0.6810 0.9012 -0.01
H 4.2581 -0.5261 -0.1963 0.00
H 5.7614 -0.3352 0.5359 0.00
H 4.3816 0.0941 1.3350 0.00
```

Output
lowest unoccupied orbital energy (spin up / spin down) = 0.030 / -0.066 hartree
spin multiplicity = 2
Kohn-Sham gap (spin up / spin down) = 10.365 / 7.795 eV

=====

Run 2
An isolated molecule of C4H10NO2. Source: the OMol25 dataset; level of theory: the ωB97M-V functional and the def2-TZVPD basis.

The geometry in XYZ format:
```
17
Properties=species:S:1:pos:R:3:mulliken_spin:R:1
C -0.9434 1.1658 -0.1119 -0.01
C 0.1495 0.7819 1.1053 0.27
C 1.1466 -0.4132 0.8649 0.32
C 1.2816 -0.9064 -0.6329 0.52
O 2.5935 -0.8200 -1.0048 -0.01
O 0.3274 -1.1918 -1.2844 0.15
N -1.8599 -0.0268 -0.5452 0.12
H -0.5195 1.3941 -1.0567 0.01
H -1.5513 1.9264 0.3717 -0.02
H 0.7593 1.5798 1.5404 0.01
H -0.4623 0.5380 1.9217 -0.13
H 2.1514 -0.4539 1.2939 -0.14
H 0.5894 -1.2681 1.3700 -0.04
H 2.7628 -1.4341 -1.7464 0.01
H -2.0488 0.0521 -1.5734 -0.09
H -2.8774 0.0267 -0.2039 -0.01
H -1.4990 -0.9505 -0.3082 0.03
```

Output
lowest unoccupied orbital energy (spin up / spin down) = 0.004 / 0.002 hartree
spin multiplicity = 2
Kohn-Sham gap (spin up / spin down) = 2.450 / 9.152 eV

=====

Stability ranking, top entry: run 1; the second entry is 0.1125 hartree less favorable.

=====

Run 1
A structure of composition C26H14F5N4O6PtSe. Source: the OMol25 dataset; level of theory: the ωB97M-V functional and the def2-TZVPD basis.

The geometry in XYZ format:
```
57
Properties=species:S:1:pos:R:3:nbo_charge:R:1
Pt -0.3699 -0.5011 -0.6840 1.39
O -2.7762 2.0160 3.4938 -0.65
C -1.4681 2.2228 3.7493 0.45
C -1.0747 2.9652 4.8618 -0.32
C 0.2591 3.1975 5.1251 -0.13
C 1.2437 2.6870 4.2822 -0.25
C 0.8639 1.9393 3.1924 -0.12
C -0.4872 1.6880 2.8976 -0.26
C -0.7735 0.8890 1.7044 0.61
O 0.2651 0.3867 1.0752 -0.66
N -2.0119 0.6978 1.3238 -0.35
N -2.0442 0.0432 0.1483 -0.15
C -3.1433 -0.2312 -0.4503 0.09
C -3.0159 -0.8305 -1.7611 0.14
C -4.0855 -1.0981 -2.5932 -0.19
C -3.8367 -1.6557 -3.8401 -0.11
C -2.5346 -1.9244 -4.2192 -0.23
C -1.5031 -1.6294 -3.3424 0.12
N -1.7392 -1.1014 -2.1467 -0.43
H -3.2990 2.4458 4.1812 0.49
H -1.8371 3.3612 5.5226 0.22
H 0.5343 3.7819 5.9927 0.23
H 2.2890 2.8731 4.4815 0.23
H 1.6106 1.5263 2.5295 0.23
H -4.0882 0.0276 0.0086 0.25
H -5.0895 -0.8693 -2.2659 0.25
H -4.6571 -1.8740 -4.5098 0.25
H -2.3064 -2.3556 -5.1826 0.25
H -0.4702 -1.8120 -3.5959 0.24
O 1.6142 -0.7026 -1.2707 -0.60
C 2.3606 0.2862 -1.1064 0.46
C 2.0026 1.6676 -1.0650 -0.33
C 3.0435 2.5795 -0.8173 -0.08
C 2.7702 3.9177 -0.7862 -0.05
C 1.4761 4.4047 -0.9942 -0.09
C 0.4432 3.5347 -1.2346 -0.31
C 0.6704 2.1451 -1.2775 0.53
O -0.3328 1.3653 -1.5691 -0.76
N 3.8591 4.8645 -0.5115 0.54
O 3.5684 6.0396 -0.4526 -0.36
O 4.9707 4.4040 -0.3581 -0.37
H 3.4224 0.0467 -0.9960 0.19
H 4.0551 2.2341 -0.6498 0.26
H 1.3103 5.4724 -0.9593 0.26
H -0.5647 3.8891 -1.3955 0.24
F 1.4575 -7.7875 -1.3253 -0.27
C 1.1968 -6.5681 -0.8767 0.28
C 1.6137 -6.1846 0.3876 0.28
F 2.2821 -7.0355 1.1521 -0.27
C 1.3231 -4.9077 0.8372 0.32
F 1.7327 -4.5561 2.0595 -0.29
C 0.6207 -3.9923 0.0684 -0.32
Se 0.2401 -2.3168 0.9061 0.13
C 0.2339 -4.4025 -1.1884 0.30
F -0.4419 -3.5662 -1.9945 -0.33
C 0.5080 -5.6702 -1.6711 0.31
F 0.1098 -6.0270 -2.8899 -0.29
```

Output
lowest unoccupied orbital energy = -0.174 hartree
net charge = +1
Kohn-Sham gap = 6.299 eV

=====

Run 2
A structure of composition C26H14F5N4O6PtSe. Source: the OMol25 dataset; level of theory: the ωB97M-V functional and the def2-TZVPD basis.

The geometry in XYZ format:
```
57
Properties=species:S:1:pos:R:3:nbo_charge:R:1
Pt 0.6539 0.2197 0.3282 1.31
O -2.2300 4.7580 0.3658 -0.64
C -2.4800 4.2702 -0.8669 0.45
C -3.3362 4.9481 -1.7342 -0.32
C -3.6103 4.4490 -2.9883 -0.13
C -3.0371 3.2517 -3.4124 -0.25
C -2.1898 2.5781 -2.5616 -0.12
C -1.8862 3.0652 -1.2798 -0.26
C -0.9560 2.2867 -0.4512 0.61
O -0.5783 1.1235 -0.9605 -0.67
N -0.5417 2.7552 0.7060 -0.36
N 0.3263 1.8748 1.2813 -0.19
C 0.9329 2.0393 2.4066 0.06
C 1.8140 0.9269 2.8065 0.17
C 2.5523 0.9054 3.9740 -0.20
C 3.3465 -0.2055 4.2395 -0.11
C 3.3917 -1.2516 3.3341 -0.23
C 2.6325 -1.1743 2.1737 0.10
N 1.8653 -0.1207 1.9320 -0.44
H -2.7170 5.5830 0.4810 0.49
H -3.7866 5.8773 -1.4066 0.22
H -4.2759 4.9953 -3.6423 0.23
H -3.2510 2.8561 -4.3942 0.23
H -1.7341 1.6508 -2.8762 0.23
H 0.7909 2.9332 2.9985 0.25
H 2.5080 1.7400 4.6582 0.25
H 3.9279 -0.2452 5.1497 0.25
H 4.0038 -2.1230 3.5100 0.25
H 2.6195 -1.9482 1.4172 0.25
O 2.6222 0.6198 -0.8965 -0.62
C 2.5844 0.3079 -2.0851 0.46
C 1.7942 -0.7598 -2.6598 -0.31
C 1.8751 -0.9377 -4.0451 -0.09
C 1.1758 -1.9619 -4.6336 -0.04
C 0.3983 -2.8401 -3.8824 -0.10
C 0.3219 -2.6842 -2.5163 -0.30
C 1.0070 -1.6405 -1.8768 0.49
O 0.9241 -1.5594 -0.5626 -0.75
N 1.2489 -2.1321 -6.0918 0.54
O 2.0373 -1.4328 -6.6923 -0.37
O 0.5173 -2.9593 -6.5900 -0.36
H 3.2301 0.8598 -2.7836 0.16
H 2.4886 -0.2857 -4.6525 0.26
H -0.1381 -3.6316 -4.3860 0.26
H -0.2706 -3.3571 -1.9128 0.24
F -1.2457 -4.3506 5.6937 -0.26
C -1.3092 -3.6077 4.6035 0.30
C -0.8575 -2.2945 4.6355 0.31
F -0.3620 -1.7907 5.7616 -0.28
C -0.9392 -1.5220 3.4946 0.32
F -0.5288 -0.2545 3.5681 -0.31
C -1.4391 -2.0242 2.2965 -0.40
Se -1.5647 -1.0213 0.7234 0.37
C -1.8786 -3.3488 2.2927 0.35
F -2.3594 -3.8834 1.1751 -0.28
C -1.8291 -4.1379 3.4298 0.28
F -2.2590 -5.3888 3.4049 -0.26
```

Output
lowest unoccupied orbital energy = -0.198 hartree
net charge = +1
Kohn-Sham gap = 5.897 eV

=====

Stability ranking, top entry: run 2; the second entry is 0.0091 hartree less favorable.

=====

Run 1
A cluster of 2 separate species, HN3O3S in total. Source: the OMol25 dataset; level of theory: the ωB97M-V functional and the def2-TZVPD basis.

The geometry in XYZ format:
```
8
Properties=species:S:1:pos:R:3:nbo_charge:R:1
N 4.7654 -0.5186 0.3640 -0.62
N 3.6482 -0.3356 0.0704 0.16
N 2.5001 -0.2451 -0.1235 -0.54
O -1.6279 1.1950 -0.1013 -0.95
O -3.4237 -0.1131 0.9495 -1.06
O -2.7811 -0.6603 -1.4099 -1.06
S -2.2890 -0.3920 0.0238 1.60
H -0.7921 1.0697 0.2270 0.46
```

Output
lowest unoccupied orbital energy = 0.238 hartree
net charge = -2
Kohn-Sham gap = 6.722 eV

=====

Run 2
A cluster of 2 separate species, HN3O3S in total. Source: the OMol25 dataset; level of theory: the ωB97M-V functional and the def2-TZVPD basis.

The geometry in XYZ format:
```
8
Properties=species:S:1:pos:R:3:nbo_charge:R:1
N 4.6812 -0.6327 0.5787 -0.62
N 3.6704 -1.0470 0.1793 0.16
N 2.6529 -1.4525 -0.2054 -0.54
O -1.5208 0.8035 0.0864 -0.99
O -3.2586 -0.8059 1.0049 -1.07
O -2.3906 -1.1096 -1.1875 -1.06
S -2.0313 -0.9439 0.1853 1.67
H -0.9871 0.6421 -0.7581 0.45
```

Output
lowest unoccupied orbital energy = 0.240 hartree
net charge = -2
Kohn-Sham gap = 6.594 eV

=====

Stability ranking, top entry: run 1; the second entry is 0.0025 hartree less favorable.